The following is a quantum chemistry calculation of 7 unconnected molecules or ions with the total composition C16H44F6O14PS6 in a non-equilibrium geometry, from OMol25.

CARTESIAN COORDINATES (ANGSTROEM)
P 13.928 13.144 7.271
F 14.633 11.900 8.058
F 15.275 14.021 7.453
F 14.494 12.580 5.862
F 13.237 14.346 6.434
F 12.588 12.234 7.093
F 13.372 13.712 8.672
O 8.388 9.333 6.264
S 7.932 10.584 5.727
O 7.100 10.681 4.563
O 7.098 11.332 6.954
C 7.480 10.985 8.276
C 7.597 12.254 9.123
C 9.346 11.725 5.589
H 8.455 10.496 8.331
H 6.744 10.279 8.668
H 8.262 12.929 8.589
H 7.932 12.117 10.149
H 6.611 12.722 9.171
H 9.998 11.317 4.819
H 9.808 11.663 6.572
H 9.014 12.717 5.304
O 8.934 15.052 7.804
S 9.592 15.597 8.982
O 9.077 16.644 9.818
O 10.050 14.337 9.899
C 10.852 14.566 11.062
C 11.218 13.165 11.537
C 11.187 16.083 8.358
H 10.321 15.138 11.823
H 11.787 15.092 10.855
H 10.348 12.505 11.634
H 11.550 13.176 12.578
H 11.848 12.618 10.838
H 11.022 16.785 7.539
H 11.585 15.226 7.818
H 11.928 16.448 9.060
O 20.426 14.240 11.119
S 19.264 13.742 10.431
O 18.693 12.492 10.844
O 18.123 14.892 10.626
C 16.741 14.535 10.502
C 15.842 15.620 11.128
C 19.448 13.804 8.619
H 16.574 13.500 10.803
H 16.604 14.443 9.418
H 16.088 16.556 10.639
H 16.020 15.573 12.204
H 14.780 15.388 11.068
H 19.136 14.826 8.411
H 18.771 13.082 8.176
H 20.512 13.671 8.449
O 13.861 7.561 4.107
S 13.824 8.946 3.719
O 14.993 9.605 3.207
O 12.654 9.116 2.567
C 11.531 8.259 2.581
C 10.759 8.521 1.288
C 13.103 9.945 5.026
H 10.927 8.456 3.475
H 11.805 7.201 2.607
H 11.438 8.428 0.443
H 10.313 9.514 1.281
H 9.978 7.759 1.261
H 12.747 10.860 4.563
H 13.947 10.211 5.659
H 12.387 9.317 5.546
C 15.569 19.822 6.208
S 15.603 18.542 4.949
O 14.602 18.859 3.868
C 14.881 17.143 5.917
H 15.782 19.370 7.178
H 14.561 20.204 6.387
H 16.273 20.583 5.887
H 13.793 17.128 5.889
H 15.205 17.024 6.952
H 15.262 16.250 5.423
C 19.385 9.660 5.397
S 18.317 11.065 4.986
O 17.546 10.744 3.731
C 17.231 10.822 6.420
H 18.789 8.751 5.490
H 20.070 9.777 6.234
H 19.996 9.541 4.499
H 17.911 10.885 7.273
H 16.702 9.869 6.382
H 16.440 11.562 6.547

Properties
E_tot in eV: -136580.870
Net charge: -1
Kohn-Sham gap in Ha: 0.31898
LUMO level in hartree: 0.072
Relative energy (zero: lowest compared OMol25 entry of this formula, charge and spin) in eV: 1.321

Charges computed using Löwdin, reported in e: atom 1 (P): 0.1621, atom 2 (F): -0.1712, atom 3 (F): -0.1692, atom 4 (F): -0.1650, atom 5 (F): -0.1612, atom 6 (F): -0.1686, atom 7 (F): -0.1592, atom 8 (O): -0.2981, atom 9 (S): 0.6317, atom 10 (O): -0.2853, atom 11 (O): -0.2566, atom 12 (C): -0.2972, atom 13 (C): -0.0597, atom 14 (C): -0.0837, atom 15 (H): 0.1074, atom 16 (H): 0.1186, atom 17 (H): 0.0396, atom 18 (H): 0.0750, atom 19 (H): 0.0820, atom 20 (H): 0.0588, atom 21 (H): 0.0610, atom 22 (H): 0.0763, atom 23 (O): -0.2906, atom 24 (S): 0.6290, atom 25 (O): -0.2819, atom 26 (O): -0.2743, atom 27 (C): -0.2624, atom 28 (C): -0.0624, atom 29 (C): -0.1312, atom 30 (H): 0.1190, atom 31 (H): 0.1021, atom 32 (H): 0.0711, atom 33 (H): 0.0778, atom 34 (H): 0.0792, atom 35 (H): 0.0760, atom 36 (H): 0.0426, atom 37 (H): 0.0683, atom 38 (O): -0.2870, atom 39 (S): 0.6168, atom 40 (O): -0.2937, atom 41 (O): -0.2832, atom 42 (C): -0.2666, atom 43 (C): -0.0401, atom 44 (C): -0.0812, atom 45 (H): 0.1132, atom 46 (H): 0.0968, atom 47 (H): 0.0747, atom 48 (H): 0.0762, atom 49 (H): 0.0644, atom 50 (H): 0.0684, atom 51 (H): 0.0535, atom 52 (H): 0.0657, atom 53 (O): -0.2981, atom 54 (S): 0.6248, atom 55 (O): -0.2742, atom 56 (O): -0.2709, atom 57 (C): -0.3031, atom 58 (C): -0.0649, atom 59 (C): -0.1138, atom 60 (H): 0.1169, atom 61 (H): 0.1131, atom 62 (H): 0.0788, atom 63 (H): 0.0749, atom 64 (H): 0.0768, atom 65 (H): 0.0707, atom 66 (H): 0.0492, atom 67 (H): 0.0732, atom 68 (C): -0.2872, atom 69 (S): 0.8210, atom 70 (O): -0.5695, atom 71 (C): -0.2503, atom 72 (H): 0.0414, atom 73 (H): 0.0578, atom 74 (H): 0.0377, atom 75 (H): 0.0503, atom 76 (H): 0.0438, atom 77 (H): 0.0401, atom 78 (C): -0.2836, atom 79 (S): 0.8186, atom 80 (O): -0.5488, atom 81 (C): -0.2636, atom 82 (H): 0.0547, atom 83 (H): 0.0478, atom 84 (H): 0.0406, atom 85 (H): 0.0400, atom 86 (H): 0.0637, atom 87 (H): 0.0141

---

The following is a quantum chemistry calculation of 6 unconnected molecules or ions with the total composition C16H44O6 in a non-equilibrium geometry, from OMol25.

CARTESIAN COORDINATES (ANGSTROEM)
C -3.482 3.448 2.844
C -3.575 2.540 1.643
C -2.186 2.182 1.153
O -4.358 1.392 1.979
H -2.973 4.372 2.573
H -2.943 2.889 3.609
H -4.484 3.753 3.147
H -4.096 3.142 0.899
H -1.662 3.071 0.800
H -2.192 1.518 0.289
H -1.601 1.580 1.848
H -3.918 0.699 1.480
C 0.729 -3.603 -0.576
C 0.588 -3.348 0.922
C 0.172 -4.674 1.555
O 1.917 -3.092 1.373
H 1.466 -4.358 -0.849
H 1.097 -2.687 -1.037
H -0.208 -3.906 -1.044
H -0.075 -2.535 1.216
H -0.790 -5.048 1.205
H 0.015 -4.517 2.622
H 0.868 -5.468 1.283
H 2.078 -2.210 1.030
C -2.530 -0.108 4.556
C -1.536 -1.105 3.939
C -0.086 -0.781 4.295
O -1.780 -2.393 4.427
H -2.419 0.935 4.258
H -2.376 -0.058 5.634
H -3.567 -0.372 4.351
H -1.652 -1.118 2.855
H 0.138 0.252 4.029
H 0.638 -1.467 3.857
H 0.068 -0.801 5.374
H -2.717 -2.597 4.371
C -0.570 2.691 -4.807
C 0.375 2.842 -3.615
C -0.140 2.207 -2.279
O 1.614 2.251 -3.918
H -0.524 1.631 -5.057
H -0.131 3.175 -5.680
H -1.581 3.058 -4.634
H 0.381 3.919 -3.444
H 0.450 2.384 -1.380
H -0.357 1.147 -2.409
H -1.124 2.636 -2.090
H 2.134 3.054 -3.998
C 3.007 -1.629 -3.622
C 3.471 -0.473 -2.751
C 4.458 0.387 -3.575
O 2.347 0.206 -2.338
H 3.846 -2.295 -3.827
H 2.582 -1.300 -4.570
H 2.240 -2.266 -3.181
H 3.991 -0.928 -1.908
H 3.952 0.828 -4.435
H 5.252 -0.250 -3.965
H 5.011 1.092 -2.954
H 1.982 0.794 -3.003
C 0.461 -0.085 0.422
O 1.834 -0.460 0.261
H 0.405 0.994 0.278
H -0.205 -0.618 -0.256
H 0.190 -0.306 1.454
H 2.084 -0.211 -0.632

Properties
E_tot in eV: -29588.770
Net charge: -1
Kohn-Sham gap (alpha / beta) in Ha: 0.06836 / 0.35820
LUMO level (alpha / beta) in hartree: 0.090 / 0.087
Relative energy (zero: lowest compared OMol25 entry of this formula, charge and spin) in eV: 0.000
2S+1: 2

Charges computed using natural (NBO), reported in e: atom 1 (C): -0.6178, atom 2 (C): 0.0691, atom 3 (C): -0.6972, atom 4 (O): -0.7254, atom 5 (H): 0.2096, atom 6 (H): 0.1988, atom 7 (H): 0.2084, atom 8 (H): 0.1543, atom 9 (H): 0.2315, atom 10 (H): 0.2104, atom 11 (H): 0.2042, atom 12 (H): 0.4650, atom 13 (C): -0.6368, atom 14 (C): 0.0817, atom 15 (C): -0.6199, atom 16 (O): -0.7503, atom 17 (H): 0.2105, atom 18 (H): 0.2144, atom 19 (H): 0.1935, atom 20 (H): 0.1658, atom 21 (H): 0.1949, atom 22 (H): 0.2168, atom 23 (H): 0.2077, atom 24 (H): 0.4960, atom 25 (C): -0.6382, atom 26 (C): 0.0965, atom 27 (C): -0.6307, atom 28 (O): -0.7236, atom 29 (H): 0.2157, atom 30 (H): 0.2035, atom 31 (H): 0.2089, atom 32 (H): 0.1478, atom 33 (H): 0.2092, atom 34 (H): 0.2326, atom 35 (H): 0.2069, atom 36 (H): 0.4635, atom 37 (C): -0.6987, atom 38 (C): -0.2243, atom 39 (C): -0.7310, atom 40 (O): -0.8872, atom 41 (H): 0.1941, atom 42 (H): 0.2086, atom 43 (H): 0.2003, atom 44 (H): 0.1387, atom 45 (H): 0.2097, atom 46 (H): 0.1938, atom 47 (H): 0.1964, atom 48 (H): 0.4120, atom 49 (C): -0.6272, atom 50 (C): 0.1000, atom 51 (C): -0.6789, atom 52 (O): -0.7784, atom 53 (H): 0.1912, atom 54 (H): 0.2011, atom 55 (H): 0.2075, atom 56 (H): 0.1657, atom 57 (H): 0.2180, atom 58 (H): 0.1954, atom 59 (H): 0.2134, atom 60 (H): 0.5211, atom 61 (C): -0.2638, atom 62 (O): -0.7838, atom 63 (H): 0.1797, atom 64 (H): 0.1662, atom 65 (H): 0.1729, atom 66 (H): 0.5104

---

The following is a quantum chemistry calculation of 6 unconnected molecules or ions with the total composition C16H44O6 in a non-equilibrium geometry, from OMol25.

CARTESIAN COORDINATES (ANGSTROEM)
C 0.809 -3.537 2.892
C 0.249 -3.052 1.573
C -1.243 -2.747 1.644
O 0.942 -1.857 1.206
H 1.888 -3.691 2.846
H 0.400 -4.514 3.164
H 0.605 -2.843 3.712
H 0.442 -3.873 0.870
H -1.852 -3.614 1.896
H -1.584 -2.220 0.754
H -1.329 -2.031 2.470
H 0.831 -1.766 0.242
C -3.016 0.715 -0.683
C -2.620 2.107 -1.165
C -1.131 2.204 -1.509
O -3.390 2.427 -2.319
H -4.084 0.726 -0.450
H -2.590 0.478 0.300
H -2.774 -0.071 -1.397
H -2.849 2.804 -0.359
H -0.852 3.242 -1.708
H -0.890 1.663 -2.427
H -0.531 1.822 -0.680
H -3.199 1.840 -3.051
C -1.855 0.745 3.405
C -3.354 0.820 3.384
C -3.907 0.981 4.798
O -3.747 1.937 2.567
H -1.584 -0.048 4.109
H -1.425 1.675 3.784
H -1.350 0.496 2.472
H -3.772 -0.093 2.943
H -3.543 0.122 5.376
H -4.993 0.928 4.870
H -3.519 1.866 5.299
H -4.708 1.934 2.510
C 4.840 1.810 -1.835
C 3.401 2.030 -2.326
C 3.342 3.082 -3.430
O 2.840 0.811 -2.786
H 5.379 1.171 -2.535
H 4.836 1.385 -0.833
H 5.394 2.749 -1.778
H 2.812 2.396 -1.486
H 4.096 2.877 -4.196
H 3.531 4.093 -3.059
H 2.364 3.131 -3.909
H 3.340 0.478 -3.539
C 0.683 -3.472 -2.077
C 0.958 -2.076 -2.630
C -0.298 -1.415 -3.172
O 1.442 -1.261 -1.552
H 0.596 -4.217 -2.865
H -0.260 -3.460 -1.523
H 1.482 -3.730 -1.382
H 1.732 -2.175 -3.397
H -0.832 -2.079 -3.861
H -0.047 -0.464 -3.643
H -1.034 -1.197 -2.395
H 1.953 -0.524 -1.949
C 2.198 1.032 1.281
O 2.368 0.251 2.432
H 1.142 1.206 1.026
H 2.616 2.030 1.425
H 2.681 0.576 0.407
H 1.970 -0.617 2.252

Properties
E_tot in eV: -29590.200
Net charge: 0
Kohn-Sham gap in Ha: 0.36909
LUMO level in hartree: 0.019
SMILES: CC(C)O.CC(C)O.CC(C)O.CC(C)O.CC(C)O.CO
Relative energy (zero: lowest compared OMol25 entry of this formula, charge and spin) in eV: 0.072

Charges computed using natural (NBO), reported in e: atom 1 (C): -0.6238, atom 2 (C): 0.0936, atom 3 (C): -0.6331, atom 4 (O): -0.7697, atom 5 (H): 0.2195, atom 6 (H): 0.2089, atom 7 (H): 0.2069, atom 8 (H): 0.1570, atom 9 (H): 0.2096, atom 10 (H): 0.2111, atom 11 (H): 0.2078, atom 12 (H): 0.5110, atom 13 (C): -0.6315, atom 14 (C): 0.0942, atom 15 (C): -0.6305, atom 16 (O): -0.7279, atom 17 (H): 0.2165, atom 18 (H): 0.2154, atom 19 (H): 0.1913, atom 20 (H): 0.1887, atom 21 (H): 0.2117, atom 22 (H): 0.1960, atom 23 (H): 0.2119, atom 24 (H): 0.4612, atom 25 (C): -0.6263, atom 26 (C): 0.0915, atom 27 (C): -0.6301, atom 28 (O): -0.7311, atom 29 (H): 0.2087, atom 30 (H): 0.2175, atom 31 (H): 0.2217, atom 32 (H): 0.1557, atom 33 (H): 0.2072, atom 34 (H): 0.2063, atom 35 (H): 0.2147, atom 36 (H): 0.4643, atom 37 (C): -0.6325, atom 38 (C): 0.0945, atom 39 (C): -0.6350, atom 40 (O): -0.7434, atom 41 (H): 0.2008, atom 42 (H): 0.2255, atom 43 (H): 0.2148, atom 44 (H): 0.1863, atom 45 (H): 0.1981, atom 46 (H): 0.2188, atom 47 (H): 0.2203, atom 48 (H): 0.4753, atom 49 (C): -0.6310, atom 50 (C): 0.0967, atom 51 (C): -0.6315, atom 52 (O): -0.7821, atom 53 (H): 0.2157, atom 54 (H): 0.2012, atom 55 (H): 0.2231, atom 56 (H): 0.1573, atom 57 (H): 0.2059, atom 58 (H): 0.2111, atom 59 (H): 0.2106, atom 60 (H): 0.5140, atom 61 (C): -0.2409, atom 62 (O): -0.7450, atom 63 (H): 0.1538, atom 64 (H): 0.1700, atom 65 (H): 0.1530, atom 66 (H): 0.4985